Here is a structure of composition C22H27CoFN6O3P from OMol25. Energies are from wB97M-V/def2-TZVPD.

Energy ... -3232.2069 a.u.
Total charge ... +2
HOMO energy (spin up / spin down) ... -13.8 / -13.8 eV
Largest force on an atom ... 2.3 eV Å⁻¹
Kohn-Sham gap (spin up / spin down) ... 8.574 / 5.673 eV
Spin multiplicity ... 5
Energy above the lowest of the compared OMol25 structures with the same formula, charge and spin ... 16.5 kcal/mol
⟨S²⟩ ... 6.034

Each line ends with the Mulliken spin population.
Positions of all 61 atoms, in Å:
Co 2.223 -1.614 2.701  3.00
F 0.520 -0.868 -3.757  0.00
C 0.066 -0.145 -2.717  0.00
C 0.693 -0.296 -1.510  0.01
C 0.305 0.468 -0.405  0.03
C 0.964 0.262 0.877  -0.01
O 1.861 -0.618 0.987  0.10
C 0.515 1.129 1.916  -0.03
C -0.478 2.047 1.693  0.00
N -1.126 2.169 0.527  0.01
C -2.257 3.053 0.420  0.00
C -3.253 3.126 1.536  0.00
C -3.620 2.442 0.254  0.00
C -0.743 1.402 -0.553  0.00
C -1.389 1.509 -1.790  0.00
C -1.008 0.754 -2.895  0.00
N -1.710 0.892 -4.092  0.00
C -1.628 -0.129 -5.118  0.00
C -2.883 -0.088 -5.986  0.00
N -3.046 1.268 -6.579  0.00
C -3.112 2.292 -5.503  0.00
C -1.836 2.215 -4.670  0.00
C 1.083 1.039 3.335  0.03
O 0.961 1.988 4.068  0.02
O 1.622 -0.089 3.615  0.18
H 1.512 -0.991 -1.405  0.00
H -0.768 2.703 2.503  0.00
H -2.032 3.972 -0.111  0.00
H -3.686 4.093 1.736  0.00
H -3.118 2.521 2.419  0.00
H -4.328 2.921 -0.405  0.00
H -3.685 1.364 0.259  0.00
H -2.226 2.181 -1.881  0.00
H -1.590 -1.115 -4.656  0.00
H -0.740 -0.011 -5.756  0.00
H -3.772 -0.302 -5.392  0.00
H -2.803 -0.828 -6.784  0.00
H -3.897 1.305 -7.156  0.00
H -2.236 1.469 -7.180  0.00
H -3.983 2.071 -4.883  0.00
H -3.218 3.287 -5.939  0.00
H -1.874 2.965 -3.881  0.00
H -0.966 2.445 -5.306  0.00
C 5.409 -3.401 3.506  0.01
P 4.169 -2.128 3.932  0.14
C 5.159 -0.752 4.615  0.01
C 3.321 -2.864 5.380  0.00
H 5.959 -3.687 4.402  0.00
H 6.111 -3.019 2.770  0.00
H 4.913 -4.279 3.100  0.00
H 5.754 -1.112 5.458  0.01
H 4.499 0.047 4.953  0.00
H 5.828 -0.365 3.846  0.00
H 4.026 -3.035 6.194  0.00
H 2.880 -3.818 5.086  0.00
H 2.530 -2.198 5.725  0.00
N 1.431 -3.236 2.547  0.21
C 0.676 -4.021 3.025  -0.02
N -0.079 -4.915 3.361  0.21
C -0.677 -5.478 4.346  -0.05
N -1.223 -5.994 5.217  0.14

Cartesian forces, eV/Å:
-0.62 1.78 -0.70
-0.05 0.05 -0.08
0.19 0.03 0.39
-0.21 0.11 -0.20
0.01 0.02 0.00
-1.03 1.13 0.04
0.60 -0.93 0.43
0.60 -0.69 0.35
0.20 -0.20 -0.09
0.05 -0.13 0.38
-0.36 0.42 -0.08
-0.05 0.01 -0.02
-0.05 0.02 0.05
0.47 -0.53 -0.30
0.09 -0.06 -0.15
0.23 -0.02 0.72
-0.16 -0.05 -0.34
-0.24 -0.11 -0.07
0.26 -0.76 0.31
-0.16 0.10 -0.40
0.20 0.70 0.63
-0.12 -0.01 -0.02
-1.04 1.67 -1.28
0.13 -0.27 0.26
1.03 -1.96 0.66
0.05 -0.07 -0.06
-0.07 -0.01 -0.03
-0.02 -0.04 0.00
0.03 0.08 -0.01
0.09 -0.12 -0.01
0.01 0.11 -0.06
0.07 -0.07 0.08
-0.08 0.03 -0.05
0.03 0.08 -0.13
0.01 -0.06 0.03
0.02 0.12 -0.07
-0.07 0.18 -0.05
0.33 0.00 0.04
-0.28 -0.03 -0.03
0.04 -0.03 -0.14
-0.05 -0.18 -0.14
-0.05 0.01 -0.15
-0.01 0.08 0.01
-0.33 0.20 -0.26
0.88 -0.37 0.99
-0.30 -0.06 -0.26
-0.02 0.14 -0.22
-0.04 0.08 0.09
0.02 0.03 -0.08
-0.02 -0.07 -0.04
-0.06 -0.05 -0.07
0.02 0.00 -0.01
-0.04 0.01 0.03
0.03 0.03 -0.02
0.03 0.02 0.04
-0.01 0.01 0.07
0.62 0.73 -0.34
-1.15 -1.42 0.62
1.19 0.86 -1.62
-0.60 -0.26 1.09
-0.24 -0.27 0.32

---

Here is a structure of composition C22H27CoN6OS from OMol25. Energies are from wB97M-V/def2-TZVPD.

Energy ... -3038.7960 a.u.
Total charge ... +2
HOMO energy (spin up / spin down) ... -13.0 / -13.0 eV
Largest force on an atom ... 0.2 eV Å⁻¹
Kohn-Sham gap (spin up / spin down) ... 7.903 / 4.680 eV
Spin multiplicity ... 5
Energy above the lowest of the compared OMol25 structures with the same formula, charge and spin ... 1.3 kcal/mol
⟨S²⟩ ... 6.040

Each line ends with the Mulliken spin population.
Positions of all 58 atoms, in Å:
Co 0.270 0.270 0.772  2.77
C 2.886 -2.157 -3.834  0.00
C 2.094 -0.914 -4.204  0.00
N 0.905 -0.726 -3.371  0.01
C 0.949 -0.244 -2.125  -0.01
S -0.614 0.093 -1.354  0.10
N 2.116 -0.008 -1.582  0.00
N 2.003 0.520 -0.333  0.04
C 2.983 1.173 0.176  0.02
C 4.300 1.393 -0.487  0.00
C 2.674 1.779 1.492  0.00
C 3.599 2.535 2.194  0.00
C 3.226 3.122 3.394  0.00
C 1.935 2.942 3.861  0.00
C 1.067 2.173 3.107  -0.01
N 1.417 1.604 1.953  0.03
H 3.716 -2.282 -4.528  0.00
H 2.259 -3.047 -3.892  0.00
H 3.292 -2.075 -2.826  0.00
H 1.742 -0.984 -5.232  0.00
H 2.716 -0.022 -4.124  0.00
H 0.004 -0.736 -3.815  0.00
H 4.350 0.825 -1.410  0.00
H 5.119 1.091 0.167  0.00
H 4.437 2.452 -0.718  0.00
H 4.597 2.671 1.803  0.00
H 3.935 3.718 3.952  0.00
H 1.600 3.390 4.786  0.00
H 0.049 2.009 3.436  0.00
O 0.995 -1.643 1.457  0.02
C 0.777 -1.837 2.856  0.01
C -0.526 -1.175 3.228  0.01
C -1.158 -1.484 4.423  0.00
C -2.327 -0.823 4.753  0.00
C -2.844 0.120 3.873  0.00
C -2.160 0.368 2.701  0.00
N -1.018 -0.262 2.382  0.01
H 1.865 -1.969 1.196  0.00
H 1.589 -1.388 3.436  0.00
H 0.735 -2.902 3.090  0.00
H -0.733 -2.229 5.083  0.00
H -2.833 -1.041 5.684  0.00
H -3.755 0.657 4.093  0.00
H -2.520 1.098 1.986  0.00
N -3.042 -2.133 -0.808  0.34
C -3.945 -2.996 -1.246  0.18
C -4.644 -2.729 -2.467  0.16
C -5.579 -3.616 -2.911  -0.03
C -5.852 -4.781 -2.170  0.28
C -5.171 -5.054 -0.967  -0.03
C -4.232 -4.183 -0.501  0.16
H -2.495 -2.313 0.021  -0.03
H -2.740 -1.334 -1.356  -0.03
H -4.418 -1.824 -3.016  0.00
H -6.115 -3.427 -3.830  0.00
H -6.596 -5.479 -2.530  0.01
H -5.397 -5.957 -0.418  0.00
H -3.696 -4.373 0.420  0.00

Cartesian forces, eV/Å:
0.09 0.07 0.12
0.02 -0.02 -0.01
0.01 -0.03 0.01
-0.06 0.04 -0.03
-0.05 -0.01 -0.02
-0.11 0.01 0.08
-0.01 0.01 -0.01
0.06 0.04 0.01
-0.02 -0.04 -0.03
-0.01 0.02 0.01
-0.01 0.05 0.00
0.02 0.00 0.01
0.01 0.01 0.00
0.00 0.01 0.00
-0.01 -0.01 0.00
0.04 -0.06 -0.01
0.01 -0.01 0.01
0.01 -0.01 0.00
-0.02 0.00 -0.02
-0.01 0.02 0.00
0.02 0.01 0.01
0.00 -0.06 0.02
0.00 0.00 -0.01
0.00 0.00 0.00
0.00 -0.01 0.01
0.00 -0.01 0.00
0.00 0.00 0.00
0.00 0.00 0.00
0.00 0.00 0.00
0.01 -0.02 0.01
0.00 0.02 0.01
-0.03 0.00 -0.01
0.00 -0.01 0.00
0.00 0.00 0.01
-0.01 0.00 0.00
0.01 -0.01 -0.02
-0.01 0.05 -0.04
0.01 0.03 0.01
0.01 0.00 -0.01
0.00 0.00 0.00
0.00 0.00 0.00
0.00 0.00 0.00
0.00 0.00 0.00
0.00 0.00 0.00
0.03 -0.10 -0.04
-0.08 0.03 -0.02
0.03 -0.01 0.03
-0.01 -0.02 0.01
0.01 0.00 0.01
-0.03 0.00 -0.03
0.01 0.04 -0.01
-0.01 -0.04 0.01
0.09 0.06 -0.04
0.00 0.00 0.01
0.00 0.00 0.00
0.00 0.00 0.00
0.00 0.00 0.00
0.00 0.00 0.00

---

Here is a structure of composition C22H27CrN4O from OMol25. Energies are from wB97M-V/def2-TZVPD.

Energy ... -2192.7967 a.u.
Total charge ... +2
HOMO energy (spin up / spin down) ... -15.6 / -15.2 eV
Largest force on an atom ... 1.1 eV Å⁻¹
Kohn-Sham gap (spin up / spin down) ... 8.650 / 8.676 eV
Spin multiplicity ... 2
Energy above the lowest of the compared OMol25 structures with the same formula, charge and spin ... 0.0 kcal/mol
⟨S²⟩ ... 0.774

Each line ends with the Mulliken spin population.
Positions of all 55 atoms, in Å:
Cr -0.015 -0.156 -0.245  1.03
C 1.295 2.456 -0.886  0.00
C 2.466 2.018 -0.006  0.02
C 2.962 0.615 -0.265  0.00
C 4.331 0.401 -0.349  0.00
C 4.822 -0.868 -0.604  0.00
C 3.915 -1.900 -0.782  0.00
C 2.569 -1.622 -0.682  0.00
N 2.081 -0.395 -0.419  -0.03
N -0.021 1.937 -0.436  -0.02
C -0.435 2.538 0.862  0.01
C -0.055 1.645 2.016  0.01
C 0.009 2.078 3.325  0.00
C 0.365 1.174 4.317  0.00
C 0.660 -0.137 3.961  0.00
C 0.572 -0.497 2.635  -0.01
N 0.209 0.372 1.677  -0.03
C -1.063 2.202 -1.456  -0.03
C -2.285 1.386 -1.112  0.03
C -3.553 1.711 -1.550  0.00
C -4.618 0.903 -1.174  0.00
C -4.377 -0.186 -0.349  0.00
C -3.080 -0.445 0.049  0.01
N -2.045 0.313 -0.336  -0.06
H 1.258 3.549 -0.915  0.00
H 1.467 2.105 -1.905  0.00
H 3.291 2.703 -0.199  0.00
H 2.226 2.136 1.052  0.00
H 5.009 1.233 -0.220  0.00
H 5.887 -1.042 -0.672  0.00
H 4.244 -2.906 -1.001  0.00
H 1.836 -2.400 -0.824  0.00
H -0.009 3.537 0.978  0.00
H -1.520 2.646 0.873  0.00
H -0.214 3.109 3.565  0.00
H 0.421 1.491 5.350  0.00
H 0.960 -0.864 4.702  0.00
H 0.799 -1.506 2.309  0.00
H -1.308 3.266 -1.507  0.00
H -0.686 1.903 -2.437  0.00
H -3.707 2.582 -2.172  0.00
H -5.622 1.131 -1.506  0.00
H -5.181 -0.828 -0.019  0.00
H -2.851 -1.278 0.700  0.00
C -1.233 -3.516 -0.060  0.01
C -1.171 -2.700 -1.354  0.01
C -0.686 -3.546 -2.522  0.00
O -0.313 -1.587 -1.165  0.04
H -2.006 -4.281 -0.117  0.00
H -1.446 -2.862 0.791  0.00
H -0.275 -4.010 0.111  0.00
H -2.172 -2.323 -1.600  0.00
H 0.317 -3.929 -2.324  0.00
H -0.665 -2.966 -3.444  0.00
H -1.359 -4.391 -2.657  0.00

Cartesian forces, eV/Å:
0.62 -0.31 -0.92
0.28 0.04 0.05
-0.18 -0.10 -0.08
0.06 0.06 -0.01
0.00 -0.07 0.00
-0.09 0.02 0.01
0.08 0.06 0.01
-0.03 -0.08 0.03
0.17 0.21 0.10
-0.10 -0.05 -0.22
-0.02 -0.13 0.20
0.00 -0.04 -0.25
0.02 0.03 0.10
-0.02 0.00 -0.17
0.00 0.04 0.05
0.05 -0.09 0.01
-0.25 -0.12 0.64
-0.19 -0.08 -0.09
-0.01 0.02 0.04
-0.03 0.01 0.01
0.09 -0.02 0.04
-0.03 0.03 -0.02
-0.02 0.01 0.07
-0.19 0.08 0.04
-0.08 0.00 -0.01
-0.08 0.00 -0.02
0.00 0.01 0.00
0.01 0.06 0.06
-0.03 0.02 -0.01
-0.01 -0.01 -0.01
-0.05 -0.01 0.01
-0.05 -0.01 0.00
0.03 -0.01 -0.03
0.01 0.05 -0.05
0.02 0.00 0.00
0.01 0.00 0.00
-0.01 -0.02 -0.02
-0.01 0.01 -0.01
0.04 0.01 -0.02
0.08 0.02 0.03
0.01 0.00 0.01
0.00 0.00 -0.01
0.02 0.00 0.02
-0.01 0.01 -0.05
0.15 0.31 -0.21
-0.58 -0.70 -0.01
0.10 0.29 0.09
0.18 0.57 0.46
0.00 0.02 -0.01
-0.01 -0.12 0.04
-0.01 -0.01 0.05
0.09 0.09 0.06
-0.01 -0.04 -0.02
0.00 -0.02 0.00
0.00 -0.02 -0.02

---

Here is a structure of composition C22H27FeN5S4 from OMol25. Energies are from wB97M-V/def2-TZVPD.

Energy ... -3984.3437 a.u.
Total charge ... +2
HOMO energy (spin up / spin down) ... -13.9 / -13.9 eV
Largest force on an atom ... 0.2 eV Å⁻¹
Kohn-Sham gap (spin up / spin down) ... 8.112 / 7.849 eV
Spin multiplicity ... 5
Energy above the lowest of the compared OMol25 structures with the same formula, charge and spin ... 0.0 kcal/mol
⟨S²⟩ ... 6.013

Each line ends with the Mulliken spin population.
Positions of all 59 atoms, in Å:
Fe 0.404 0.098 -0.745  3.64
C -2.217 2.620 -1.029  0.00
C -1.914 2.479 0.465  0.00
S -0.135 2.295 0.637  0.05
C 0.182 1.752 2.326  0.00
C 1.696 1.556 2.422  0.00
S 2.353 0.472 1.107  0.05
C 3.528 1.552 0.244  0.00
C 2.917 2.594 -0.685  0.00
S 1.961 1.768 -1.986  0.04
C 0.823 3.076 -2.521  0.00
C -0.406 2.475 -3.187  -0.01
S -1.420 1.392 -2.134  0.05
H -1.896 3.602 -1.377  0.00
H -3.291 2.561 -1.196  0.00
H -2.413 1.620 0.910  0.00
H -2.262 3.373 0.981  0.00
H -0.356 0.824 2.526  0.00
H -0.139 2.508 3.041  0.00
H 1.950 1.103 3.378  0.00
H 2.212 2.514 2.360  0.00
H 4.167 0.864 -0.313  0.00
H 4.165 2.034 0.986  0.00
H 3.713 3.176 -1.148  0.00
H 2.260 3.277 -0.145  0.00
H 1.332 3.724 -3.235  0.00
H 0.550 3.678 -1.654  0.00
H -0.134 1.859 -4.045  0.00
H -1.051 3.265 -3.571  0.00
N -3.464 -1.284 1.370  0.00
C -2.661 -0.799 0.424  0.01
N -1.364 -0.902 0.430  0.07
C -0.785 -1.714 1.417  -0.02
N 0.379 -2.227 1.232  0.00
N 0.847 -1.877 -0.027  0.02
C 1.371 -2.795 -0.726  0.04
C 1.652 -2.463 -2.130  -0.01
C 2.269 -3.366 -2.975  0.00
C 2.422 -3.027 -4.315  0.00
C 1.947 -1.802 -4.744  0.00
C 1.349 -0.956 -3.819  0.00
N 1.193 -1.264 -2.537  0.04
C -1.560 -2.007 2.618  0.00
C -0.993 -2.525 3.785  0.00
C -1.802 -2.837 4.858  0.00
C -3.183 -2.653 4.774  0.00
C -3.762 -2.146 3.627  0.00
C -2.939 -1.821 2.556  0.00
H -4.464 -1.213 1.257  0.00
H -3.146 -0.285 -0.401  0.00
H 1.526 -3.797 -0.338  0.01
H 2.614 -4.316 -2.593  0.00
H 2.895 -3.712 -5.005  0.00
H 2.032 -1.494 -5.777  0.00
H 0.985 0.014 -4.136  0.01
H 0.075 -2.688 3.822  0.00
H -1.369 -3.238 5.764  0.00
H -3.812 -2.912 5.615  0.00
H -4.834 -2.003 3.562  0.00

Cartesian forces, eV/Å:
-0.08 0.01 -0.11
0.02 0.06 0.02
-0.05 -0.05 -0.02
-0.03 0.06 0.03
0.07 -0.03 0.06
-0.08 0.03 -0.01
0.16 -0.01 0.09
0.02 -0.02 -0.05
0.04 0.02 0.04
0.02 0.02 0.01
-0.01 0.02 0.00
0.00 -0.02 -0.03
-0.04 0.00 -0.03
0.01 -0.01 -0.01
-0.01 -0.03 0.00
0.01 -0.03 -0.01
0.03 0.01 0.00
0.00 0.00 -0.02
-0.01 0.02 -0.01
-0.01 -0.02 0.00
-0.01 0.00 -0.02
-0.01 0.01 -0.01
-0.02 0.01 0.01
0.00 -0.01 -0.02
0.00 -0.01 0.00
0.03 -0.02 0.00
0.00 -0.01 0.02
0.00 0.02 0.02
-0.01 0.01 0.02
0.02 0.04 -0.04
0.00 0.00 0.02
-0.05 0.03 -0.06
-0.10 0.04 0.06
0.14 0.00 -0.08
-0.09 -0.18 0.12
0.03 0.11 -0.08
-0.03 -0.02 0.03
0.02 0.02 -0.04
-0.01 0.01 0.01
0.01 0.01 0.00
0.01 0.04 -0.04
0.02 -0.06 0.05
0.02 -0.01 0.05
-0.01 -0.01 -0.02
0.02 -0.01 0.01
-0.03 0.00 0.00
0.02 -0.02 0.01
-0.01 0.03 -0.01
-0.01 0.01 0.01
0.00 -0.02 0.01
0.01 -0.01 0.01
0.00 0.00 0.00
0.00 0.01 0.01
0.00 -0.01 0.01
0.00 -0.04 0.01
-0.01 0.01 0.00
0.00 0.00 -0.01
0.01 0.01 -0.01
0.01 0.00 0.00